# 1
Below is a structure of composition C3H6O3Sm, with properties calculated with ωB97M-V/def2-TZVPD.

The calculation puts the HOMO-LUMO gap (spin up / spin down) at 4.60 / 4.62 eV. Its expectation value of S² is 12.009. The lowest unoccupied orbital energy (spin up / spin down) comes out at -2.0171 / -2.0019 eV. The energy above the lowest of the compared OMol25 structures with the same formula, charge and spin comes out at 4.288 eV. Its molar mass is 240.4 g mol⁻¹. As for the largest force on an atom: 1.7 eV/Å.

Geometry as ORCA input:
```
! wB97M-V def2-TZVPD RIJCOSX def2/J DEFGRID3
* xyz 0 7
O -0.766 0.293 2.009
C -0.616 -0.681 1.111
C -0.245 -0.408 -0.158
O 0.349 0.830 -0.377
C 1.524 0.792 -1.796
Sm -0.479 2.360 1.352
H -0.863 -1.713 1.396
H -0.258 -1.147 -0.968
H 1.674 1.879 -1.835
H 2.246 0.100 -1.338
H 0.829 0.421 -2.565
O 3.017 0.626 -3.496
H 2.494 0.872 -4.263
*
```

---

# 2
Below is a cluster of 2 separate species, C3H6O4 in total, with properties calculated with ωB97M-V/def2-TZVPD.

The calculation puts the HOMO-LUMO gap at 9.87 eV. The lowest unoccupied orbital energy comes out at 0.8565 eV. The energy above the lowest of the compared OMol25 structures with the same formula, charge and spin comes out at 3.020 eV. Its molar mass is 106.1 g mol⁻¹. As for the largest force on an atom: 3.3 eV/Å.

Geometry as ORCA input:
```
! wB97M-V def2-TZVPD RIJCOSX def2/J DEFGRID3
* xyz 0 1
C -0.207 -0.238 -0.090
C -2.595 0.045 0.137
C 2.162 -0.239 0.373
O -0.249 1.055 -0.375
O 2.710 -1.117 -0.432
O 2.342 0.974 0.204
O -1.365 -0.738 0.055
H -2.498 0.675 1.041
H -3.396 -0.700 0.130
H -2.573 0.433 -0.827
H 1.740 -0.638 1.295
H 3.220 -0.699 -1.074
H 0.709 1.188 -0.437
*
```

---

# 3
Below is the ion C3H6O4PS with charge -1, with properties calculated with ωB97M-V/def2-TZVPD.

The calculation puts the HOMO-LUMO gap at 7.64 eV. Its SMILES is CC(C)=[P@@]1([O-])OS1(=O)=O. The lowest unoccupied orbital energy comes out at 3.7145 eV. The energy above the lowest of the compared OMol25 structures with the same formula, charge and spin comes out at 1.948 eV. Its molar mass is 169.1 g mol⁻¹. As for the largest force on an atom: 5.5 eV/Å.

Geometry as ORCA input:
```
! wB97M-V def2-TZVPD RIJCOSX def2/J DEFGRID3
* xyz -1 1
C 0.687 1.561 0.947
C 0.026 0.333 0.417
C -1.458 -0.042 0.495
P 1.169 -0.830 0.207
O 2.659 -0.831 0.223
O 0.534 -2.085 -0.380
S -0.416 -1.131 -1.884
O 0.719 -0.373 -2.271
O -0.877 -2.143 -2.787
H 1.027 2.199 0.133
H -0.030 2.249 1.644
H 1.514 1.371 1.567
H -2.152 0.676 0.051
H -1.860 -0.006 1.530
H -1.542 -0.950 0.109
*
```

---

# 4
Below is the ion C3H6O4PS with charge -1, with properties calculated with ωB97M-V/def2-TZVPD.

The calculation puts the HOMO-LUMO gap at 8.27 eV. Its SMILES is COC(=O)[P@@](=O)([O-])SC. The lowest unoccupied orbital energy comes out at 3.3987 eV. The energy above the lowest of the compared OMol25 structures with the same formula, charge and spin comes out at 0.000 eV. Its molar mass is 169.1 g mol⁻¹. As for the largest force on an atom: 7.3 eV/Å.

Geometry as ORCA input:
```
! wB97M-V def2-TZVPD RIJCOSX def2/J DEFGRID3
* xyz -1 1
C 2.086 0.443 -0.216
O 1.031 -0.440 0.025
C 0.869 -0.755 1.382
O 1.448 -0.148 2.244
P -0.456 -1.882 1.642
O -0.665 -2.792 0.357
O -0.459 -2.593 2.934
S -2.078 -0.470 1.668
C -2.266 -0.299 -0.122
H 2.326 0.334 -1.175
H 3.080 0.339 0.381
H 1.702 1.402 0.075
H -1.924 -1.275 -0.381
H -1.431 0.263 -0.373
H -3.198 0.009 -0.467
*
```

---

# 5
Below is an isolated molecule of C3H6O4S, with properties calculated with ωB97M-V/def2-TZVPD.

The calculation puts the HOMO-LUMO gap at 11.92 eV. The lowest unoccupied orbital energy comes out at 0.7515 eV. The energy above the lowest of the compared OMol25 structures with the same formula, charge and spin comes out at 1.636 eV. Its molar mass is 138.1 g mol⁻¹. As for the largest force on an atom: 4.7 eV/Å.

Geometry as ORCA input:
```
! wB97M-V def2-TZVPD RIJCOSX def2/J DEFGRID3
* xyz 0 1
C 0.359 -0.690 -0.094
C -0.557 1.325 -1.553
C 0.390 0.850 -0.393
O -0.049 -2.741 2.345
O -0.490 -0.472 2.851
O 1.222 -1.077 1.015
O -0.844 -1.175 0.467
S -0.064 -1.432 1.870
H 0.640 -1.221 -0.972
H -0.309 0.883 -2.588
H -0.410 2.323 -1.666
H -1.599 0.950 -1.293
H 0.294 1.370 0.656
H 1.418 1.108 -0.646
*
```

---

# 6
Below is an isolated molecule of C3H6OS, with properties calculated with ωB97M-V/def2-TZVPD.

The calculation puts the HOMO-LUMO gap at 9.48 eV. Its SMILES is C1CSCO1. The lowest unoccupied orbital energy comes out at 0.9423 eV. The energy above the lowest of the compared OMol25 structures with the same formula, charge and spin comes out at 1.187 eV. Its molar mass is 90.1 g mol⁻¹. As for the largest force on an atom: 4.3 eV/Å.

Geometry as ORCA input:
```
! wB97M-V def2-TZVPD RIJCOSX def2/J DEFGRID3
* xyz 0 1
C 0.106 -0.318 0.901
C -0.280 -1.199 -0.281
S -0.470 0.083 -1.506
C 0.255 1.347 -0.589
O 0.934 0.736 0.514
H -0.782 0.070 1.428
H 0.605 -0.867 1.821
H -1.211 -1.839 -0.235
H 0.496 -1.933 -0.650
H 0.927 1.991 -1.191
H -0.580 1.929 -0.211
*
```

---

Copy entry 5 word for word.
Below is an isolated molecule of C3H6O4S, with properties calculated with ωB97M-V/def2-TZVPD.

The calculation puts the HOMO-LUMO gap at 11.92 eV. The lowest unoccupied orbital energy comes out at 0.7515 eV. The energy above the lowest of the compared OMol25 structures with the same formula, charge and spin comes out at 1.636 eV. Its molar mass is 138.1 g mol⁻¹. As for the largest force on an atom: 4.7 eV/Å.

Geometry as ORCA input:
```
! wB97M-V def2-TZVPD RIJCOSX def2/J DEFGRID3
* xyz 0 1
C 0.359 -0.690 -0.094
C -0.557 1.325 -1.553
C 0.390 0.850 -0.393
O -0.049 -2.741 2.345
O -0.490 -0.472 2.851
O 1.222 -1.077 1.015
O -0.844 -1.175 0.467
S -0.064 -1.432 1.870
H 0.640 -1.221 -0.972
H -0.309 0.883 -2.588
H -0.410 2.323 -1.666
H -1.599 0.950 -1.293
H 0.294 1.370 0.656
H 1.418 1.108 -0.646
*
```

---

Copy entry 2 word for word.
Below is a cluster of 2 separate species, C3H6O4 in total, with properties calculated with ωB97M-V/def2-TZVPD.

The calculation puts the HOMO-LUMO gap at 9.87 eV. The lowest unoccupied orbital energy comes out at 0.8565 eV. The energy above the lowest of the compared OMol25 structures with the same formula, charge and spin comes out at 3.020 eV. Its molar mass is 106.1 g mol⁻¹. As for the largest force on an atom: 3.3 eV/Å.

Geometry as ORCA input:
```
! wB97M-V def2-TZVPD RIJCOSX def2/J DEFGRID3
* xyz 0 1
C -0.207 -0.238 -0.090
C -2.595 0.045 0.137
C 2.162 -0.239 0.373
O -0.249 1.055 -0.375
O 2.710 -1.117 -0.432
O 2.342 0.974 0.204
O -1.365 -0.738 0.055
H -2.498 0.675 1.041
H -3.396 -0.700 0.130
H -2.573 0.433 -0.827
H 1.740 -0.638 1.295
H 3.220 -0.699 -1.074
H 0.709 1.188 -0.437
*
```